# 1
The following is a quantum chemistry calculation of a single C5H8N2 molecule in a non-equilibrium geometry, from the OMol25 dataset.

Geometry (Å):
H: -2.572 -1.004 -2.207
N: -2.104 -1.066 -1.324
C: -1.106 -0.314 -1.024
C: -0.852 -0.337 0.433
C: 0.602 0.124 0.534
C: 1.369 0.376 1.799
C: 0.979 0.500 -0.703
N: -0.062 0.327 -1.665
H: -1.509 -1.301 0.380
H: -1.518 0.316 1.008
H: 0.854 1.099 2.447
H: 1.478 -0.548 2.373
H: 2.372 0.777 1.605
H: 1.920 0.943 -1.031
H: 0.151 0.108 -2.626

structure (SMILES)	[H]/N=C1/CC(C)=CN1
HOMO level	-8.0	eV
electronic energy	-8292.9718	eV
LUMO energy	1.0	eV
ΔE to the lowest compared entry with this formula, charge and spin	195.3	kJ/mol

# 2
The following is a quantum chemistry calculation of a gas-phase ion, C4H9O2 (charge -1) in a non-equilibrium geometry, from the OMol25 dataset.

Geometry (Å):
O: 0.024 2.185 2.092
C: 0.073 0.961 1.371
C: -0.195 1.046 -0.134
C: -0.724 -0.130 -0.845
C: 0.052 -1.407 -0.522
O: 1.362 -1.307 -0.997
H: -0.612 0.166 1.895
H: 1.057 0.310 1.370
H: -0.844 1.860 -0.063
H: 0.714 1.509 -0.664
H: -0.572 -0.010 -1.992
H: -1.761 -0.399 -0.740
H: 0.091 -1.769 0.563
H: -0.535 -2.219 -1.015
H: 1.870 -0.796 -0.319

structure (SMILES)	[O-]CCCCO
HOMO level	-2.4	eV
electronic energy	-8387.3000	eV
LUMO energy	3.9	eV
ΔE to the lowest compared entry with this formula, charge and spin	308.0	kJ/mol
total charge	-1

# 3
The following is a quantum chemistry calculation of a single C2H4O2 molecule in a non-equilibrium geometry, from the OMol25 dataset.

Geometry (Å):
O: 0.772 1.659 0.182
C: 1.133 0.537 -0.022
C: -0.333 -0.619 -0.010
O: -1.378 0.256 -0.139
H: 1.427 -0.441 -0.292
H: -0.281 -1.142 0.969
H: -0.353 -1.380 -0.823
H: -1.006 1.122 0.131

structure (SMILES)	O=CCO
HOMO level	-8.7	eV
electronic energy	-6229.8398	eV
LUMO energy	0.4	eV
ΔE to the lowest compared entry with this formula, charge and spin	431.1	kJ/mol

# 4
The following is a quantum chemistry calculation of 2 unconnected molecules or ions with the total composition CH5NO2Si in a non-equilibrium geometry, from the OMol25 dataset.

Geometry (Å):
C: -0.671 0.331 -0.092
N: -0.311 -0.226 -1.280
O: -1.230 -0.386 -2.078
O: 0.892 -0.417 -1.516
Si: 0.884 0.505 0.945
H: -1.583 0.781 -0.096
H: -1.692 -1.772 0.416
H: 0.524 0.730 2.479
H: 1.242 -0.862 0.945
H: 1.945 1.317 0.277

HOMO level (alpha / beta)	-10.9 / -10.5	eV
electronic energy	-14572.5039	eV
LUMO energy (alpha / beta)	-2.5 / -1.1	eV
ΔE to the lowest compared entry with this formula, charge and spin	621.7	kJ/mol